[1]
{
  "formula": "C5H15N2S",
  "method": "ωB97M-V/def2-TZVPD",
  "e_lumo_ha": -0.340,
  "multiplicity": 1,
  "max_force_ha_per_bohr": 0.10803,
  "total_charge": 1,
  "e_above_lowest_kj_mol": 1101.43,
  "species": ["N", "C", "C", "S", "C", "N", "C", "C", "H", "H", "H", "H", "H", "H", "H", "H", "H", "H", "H", "H", "H", "H", "H"],
  "coordinates": [[-0.50, 1.65, 1.39], [0.60, 0.84, 0.47], [1.99, 0.33, 0.73], [2.61, -0.65, -0.54], [-0.29, -0.04, -0.56], [-1.68, 0.26, -0.45], [-2.53, -0.63, 0.27], [-3.87, -0.80, -0.50], [0.02, 2.35, 1.95], [-0.17, 0.46, 1.41], [5.57, -1.49, -1.72], [0.91, 1.68, -0.18], [2.12, -0.19, 1.67], [2.70, 1.19, 0.88], [6.32, -1.18, -1.91], [0.07, -1.06, -0.40], [0.04, 0.13, -1.62], [-1.80, 1.11, 0.06], [-2.81, -0.20, 1.29], [-2.13, -1.70, 0.35], [-3.72, -0.95, -1.51], [-4.70, -1.46, -0.12], [-4.31, 0.21, -0.54]]
}


[2]
{
  "formula": "C30H50BN13O2",
  "method": "ωB97M-V/def2-TZVPD",
  "e_lumo_ha": -0.011,
  "multiplicity": 1,
  "max_force_ha_per_bohr": 0.04940,
  "total_charge": 0,
  "species": ["N", "C", "C", "O", "C", "B", "C", "C", "C", "O", "H", "H", "H", "H", "H", "H", "H", "H", "H", "H", "H", "H", "H", "H", "C", "C", "N", "H", "H", "H", "C", "C", "N", "H", "H", "H", "C", "C", "N", "H", "H", "H", "C", "C", "N", "H", "H", "H", "C", "C", "N", "H", "H", "H", "C", "C", "N", "H", "H", "H", "C", "C", "N", "H", "H", "H", "C", "C", "N", "H", "H", "H", "C", "C", "N", "H", "H", "H", "C", "C", "N", "H", "H", "H", "C", "C", "N", "H", "H", "H", "C", "C", "N", "H", "H", "H"],
  "coordinates": [[4.40, 1.59, -1.04], [3.78, 2.92, -1.04], [3.01, 3.14, -2.36], [3.39, 4.36, -3.00], [1.48, 3.09, -2.16], [0.81, 1.94, -3.02], [-0.81, 1.60, -3.04], [-1.40, 1.90, -1.69], [-1.55, 3.34, -1.37], [-2.69, 2.44, -1.69], [5.08, 1.53, -1.78], [4.85, 1.43, -0.14], [4.55, 3.70, -0.97], [3.10, 3.02, -0.20], [3.36, 2.36, -3.04], [3.23, 5.09, -2.39], [1.24, 3.00, -1.10], [1.04, 4.03, -2.48], [1.54, 1.34, -3.80], [-1.40, 2.21, -3.74], [-0.95, 0.54, -3.18], [-1.10, 1.24, -0.87], [-1.37, 4.04, -2.17], [-1.88, 3.64, -0.38], [-2.33, -1.02, 1.52], [-1.05, -0.60, 0.98], [-0.03, -0.26, 0.57], [-3.12, -0.31, 1.29], [-2.62, -1.99, 1.12], [-2.28, -1.12, 2.61], [-0.55, 6.56, -4.36], [0.37, 6.50, -3.24], [1.10, 6.45, -2.36], [-0.59, 5.61, -4.88], [-1.56, 6.80, -4.03], [-0.24, 7.32, -5.08], [-0.10, -3.25, 4.25], [-1.52, -3.01, 4.36], [-2.65, -2.82, 4.45], [0.47, -2.61, 4.91], [0.15, -4.29, 4.50], [0.26, -3.07, 3.23], [3.76, -4.80, 3.09], [3.34, -3.92, 4.17], [3.01, -3.23, 5.03], [3.30, -4.50, 2.15], [4.84, -4.76, 2.96], [3.48, -5.83, 3.30], [-5.91, -4.15, 3.97], [-6.99, -4.88, 3.31], [-7.83, -5.45, 2.79], [-6.29, -3.56, 4.80], [-5.16, -4.83, 4.36], [-5.42, -3.46, 3.28], [3.26, 0.29, 3.88], [1.84, 0.04, 3.97], [0.71, -0.16, 4.04], [3.57, 0.39, 2.84], [3.53, 1.22, 4.39], [3.83, -0.52, 4.33], [8.25, 0.20, 0.19], [7.62, 0.54, 1.46], [7.11, 0.80, 2.46], [8.20, -0.87, 0.00], [7.76, 0.71, -0.63], [9.30, 0.49, 0.18], [-0.26, -2.03, 7.84], [-0.39, -3.42, 8.24], [-0.48, -4.52, 8.54], [0.72, -1.83, 7.41], [-1.01, -1.76, 7.09], [-0.39, -1.36, 8.69], [-8.13, -8.20, 1.05], [-8.25, -9.59, 1.45], [-8.35, -10.69, 1.76], [-7.15, -8.00, 0.62], [-8.87, -7.94, 0.30], [-8.25, -7.53, 1.90], [-3.22, 9.64, -6.01], [-3.30, 8.22, -5.68], [-3.36, 7.11, -5.41], [-2.21, 9.91, -6.31], [-3.89, 9.88, -6.83], [-3.49, 10.25, -5.15], [1.07, -2.50, -2.18], [1.08, -1.07, -2.37], [1.09, 0.06, -2.55], [0.63, -3.01, -3.04], [2.08, -2.88, -2.04], [0.48, -2.76, -1.30], [-0.07, -0.36, -6.24], [-0.17, -1.34, -7.31], [-0.25, -2.13, -8.14], [0.16, 0.64, -6.63], [-1.00, -0.28, -5.68], [0.73, -0.63, -5.55]]
}


[3]
{
  "formula": "C5H6O",
  "method": "ωB97M-V/def2-TZVPD",
  "e_lumo_ha": 0.002,
  "multiplicity": 1,
  "max_force_ha_per_bohr": 0.09947,
  "smiles": "C=C/C=C\\C=O",
  "total_charge": 0,
  "e_above_lowest_kj_mol": 248.71,
  "species": ["C", "C", "C", "C", "C", "O", "H", "H", "H", "H", "H", "H"],
  "coordinates": [[-1.73, -0.33, 0.54], [-1.20, 0.28, -0.53], [0.04, 0.96, -0.42], [1.33, 0.49, -0.09], [1.60, -0.98, 0.25], [1.02, -1.82, -0.41], [-1.20, -0.17, 1.51], [-2.83, -0.42, 0.48], [-1.87, 0.12, -1.31], [0.06, 2.02, -0.75], [2.21, 1.05, -0.05], [2.58, -1.20, 0.80]]
}